No. 1
C23H35Br2NYb as an isolated structure at a distorted geometry. Source: the Open Molecules 2025 dataset; level of theory: ωB97M-V/def2-TZVPD.

Calculated values
E_tot (eV): -197520.972
Expectation value of S²: 0.751
Strongest force on any atom (eV Å⁻¹): 1.41

Structure (ORCA input):
```
! wB97M-V def2-TZVPD RIJCOSX def2/J DEFGRID3
* xyz 1 2
Yb -0.53831 0.42465 -0.00078
C -1.58285 2.40253 1.00387
C -2.27836 2.13153 -0.22422
C -2.95840 0.86354 -0.03644
C -2.66511 0.42278 1.29371
C -1.85707 1.37947 1.95277
C -1.59932 1.50586 3.44538
C -2.24126 2.82234 3.91843
C -2.24102 0.34850 4.21803
C -0.09304 1.55143 3.75610
C -3.84773 0.02428 -0.96584
C -3.05488 -0.48871 -2.19275
C -4.37295 -1.22818 -0.24113
C -5.08569 0.81516 -1.41279
C -2.42187 3.24973 -1.26405
C -1.29069 4.28154 -1.09263
C -3.74493 3.98980 -1.00718
C -2.33797 2.75757 -2.71421
H -1.17101 3.36332 1.27968
H -3.15904 -0.39870 1.79258
H -3.29087 2.85423 3.63228
H -1.73372 3.68105 3.48457
H -2.17725 2.89937 5.00222
H -3.32243 0.36497 4.10010
H -2.01912 0.45151 5.27798
H -1.86110 -0.61590 3.87900
H 0.45494 2.12531 3.00766
H 0.32008 0.54682 3.81572
H 0.06739 2.02711 4.71761
H -2.72884 -1.51240 -2.02542
H -2.17116 0.11952 -2.42110
H -3.68779 -0.50155 -3.07647
H -3.56049 -1.86798 0.10556
H -4.97365 -1.80400 -0.94185
H -5.00868 -0.96290 0.59900
H -4.85027 1.55746 -2.16785
H -5.54123 1.30964 -0.55921
H -5.81823 0.13492 -1.83811
H -1.40976 4.85066 -0.17442
H -1.32239 4.99592 -1.91328
H -0.30502 3.80388 -1.09347
H -3.76336 4.35927 0.01582
H -4.60073 3.34138 -1.13925
H -3.84815 4.83570 -1.68314
H -1.38183 2.24822 -2.89184
H -2.39487 3.60753 -3.39150
H -3.14652 2.08554 -2.97110
C 4.15616 2.17519 -3.42392
C 3.63828 1.52393 -2.19045
C 4.42036 0.64984 -1.43683
C 3.88351 0.05395 -0.30727
C 2.57404 0.34614 0.01196
Br 1.76419 -0.41187 1.58161
N 1.77976 1.16074 -0.69112
C 2.32863 1.74309 -1.76470
H 5.22885 2.03312 -3.51712
H 3.93517 3.24155 -3.42978
H 3.67430 1.74059 -4.29970
H 5.43625 0.42678 -1.72507
H 4.45010 -0.62891 0.30326
H 1.69225 2.42869 -2.31322
Br -0.05452 -1.86409 -1.02772
*
```


No. 2
A 2-piece molecular cluster, C3H5F2N overall at a distorted geometry. Source: the Open Molecules 2025 dataset; level of theory: ωB97M-V/def2-TZVPD.

Calculated values
E_tot (eV): -10113.473
Strongest force on any atom (eV Å⁻¹): 3.44

Structure (ORCA input):
```
! wB97M-V def2-TZVPD RIJCOSX def2/J DEFGRID3
* xyz 0 1
C 2.25991 -0.16429 -0.85133
C 0.91170 -1.34313 0.76570
C -2.00114 0.92218 0.42586
N 1.48673 -0.84664 -0.16254
F -2.42691 2.14841 -0.14043
F -2.27085 -0.16328 -0.41155
H 2.03448 0.59114 -1.66225
H 3.26353 -0.46564 -0.70669
H -2.68163 0.73853 1.38754
H 0.36029 -2.26285 0.75548
H -0.93611 0.84557 0.60020
*
```


No. 3
C15H13AsF5N3ORuS4 as an isolated structure at a distorted geometry. Source: the Open Molecules 2025 dataset; level of theory: ωB97M-V/def2-TZVPD.

Calculated values
E_tot (eV): -142632.439
Expectation value of S²: 8.769
Strongest force on any atom (eV Å⁻¹): 2.62

Structure (ORCA input):
```
! wB97M-V def2-TZVPD RIJCOSX def2/J DEFGRID3
* xyz -1 6
Ru 0.46137 0.66787 1.33946
S 1.43698 3.52587 5.20246
As 1.19280 2.97162 3.17667
S 2.55383 1.35437 2.54309
S -0.84634 2.18149 2.71976
S 1.52135 4.75655 2.06481
C 3.58110 2.28527 -4.30697
C 2.91303 2.02394 -2.99252
C 2.68060 0.73183 -2.53297
C 2.07687 0.54694 -1.30174
N 1.70338 1.56177 -0.53109
C 1.91088 2.80119 -0.95637
C 2.50937 3.07428 -2.17484
H 3.84318 1.35356 -4.80381
H 4.48897 2.86919 -4.15325
H 2.91980 2.85998 -4.95578
H 2.96989 -0.12230 -3.12646
H 1.88374 -0.44942 -0.90553
H 1.60257 3.60379 -0.29209
H 2.66273 4.09774 -2.48221
C -4.15654 1.00863 -1.91045
N -3.30368 0.19892 -1.07458
C -3.89474 -0.94864 -0.42628
C -2.13375 0.63251 -0.70322
N -1.07741 1.02538 -0.44299
H -4.52443 0.41389 -2.75126
H -3.59328 1.85222 -2.30407
H -5.01992 1.38323 -1.34784
H -4.34542 -1.60177 -1.17752
H -4.66594 -0.63968 0.28683
H -3.11670 -1.49849 0.09435
F -0.14254 -5.91268 4.14979
C -0.25045 -4.82505 3.35662
C -1.16121 -4.80769 2.30765
F -1.94944 -5.88258 2.10663
C -1.25777 -3.70921 1.47404
F -2.15058 -3.75123 0.44869
C -0.46412 -2.53920 1.64934
O -0.52800 -1.50854 0.91435
C 0.44307 -2.62309 2.74301
F 1.20614 -1.51245 2.92812
C 0.56301 -3.71477 3.57238
F 1.45760 -3.73525 4.57578
*
```


No. 4
A 2-piece molecular cluster, CH3N3O4S overall at a distorted geometry. Source: the Open Molecules 2025 dataset; level of theory: ωB97M-V/def2-TZVPD.

Calculated values
SMILES string: NS(=O)(=O)C=O.N#[N+][O-]
E_tot (eV): -24577.124
Strongest force on any atom (eV Å⁻¹): 5.88

Structure (ORCA input):
```
! wB97M-V def2-TZVPD RIJCOSX def2/J DEFGRID3
* xyz 0 1
N 2.03463 -0.29559 -0.63389
S 0.43861 -0.33826 -0.28088
O 0.08834 -0.74314 1.04314
O -0.35019 -0.72182 -1.37942
C 0.18981 1.70626 0.00844
O 1.03666 2.53611 0.02141
H 2.71770 -0.14399 0.01732
H 2.27812 -0.25756 -1.60199
H -0.80526 1.67088 0.58033
N -2.77717 -0.04373 0.82611
N -2.53166 -1.12459 0.74261
O -2.31959 -2.24456 0.65683
*
```


No. 5
A 11-piece molecular cluster, C46H102BN2O18 overall at a distorted geometry. Source: the Open Molecules 2025 dataset; level of theory: ωB97M-V/def2-TZVPD.

Calculated values
E_tot (eV): -89874.353
Strongest force on any atom (eV Å⁻¹): 2.03

Structure (ORCA input):
```
! wB97M-V def2-TZVPD RIJCOSX def2/J DEFGRID3
* xyz -1 1
O -2.91656 -0.26840 -2.62081
C -1.91128 -0.37210 -1.97795
O -1.14873 0.57514 -1.50223
B -0.05574 0.00849 -0.69244
O -0.36350 -1.44801 -0.63361
C -1.35817 -1.70610 -1.46236
O -1.79453 -2.79260 -1.70518
O -0.01841 0.57226 0.65767
C 1.13087 1.19476 0.83508
O 1.49697 1.79537 1.80355
C 1.95286 1.05208 -0.46048
O 1.25688 0.35347 -1.29427
O 3.07074 1.50277 -0.55527
C -2.04661 3.63683 -0.80154
C -3.44313 3.11831 -0.46998
C -4.39507 4.26118 -0.19026
O -3.91972 2.32757 -1.54753
H -1.31485 2.86335 -1.00827
H -1.71297 4.33514 -0.02671
H -2.09518 4.30256 -1.67098
H -3.37773 2.43074 0.38703
H -3.95143 4.83428 0.62910
H -5.37237 3.91200 0.14471
H -4.53353 4.95320 -1.02106
H -3.21443 1.76283 -1.88801
C 2.79133 -5.59734 2.09589
C 1.93509 -5.23744 0.90601
C 1.75018 -3.74787 0.63241
O 2.40689 -5.81382 -0.30427
H 2.53076 -5.08432 3.01960
H 3.85192 -5.39711 1.90831
H 2.81006 -6.67848 2.25992
H 0.91136 -5.61861 1.03518
H 1.14543 -3.68600 -0.27309
H 2.63965 -3.13137 0.49312
H 1.15963 -3.28249 1.43038
H 1.66121 -5.77170 -0.92940
C 4.62672 0.59307 2.62519
C 4.47813 1.24213 4.00930
C 5.31899 2.52957 4.11473
O 3.11119 1.52557 4.16556
H 4.14512 1.14908 1.82007
H 4.27297 -0.43908 2.64404
H 5.67540 0.47232 2.32775
H 4.88711 0.63381 4.81815
H 5.04975 3.16561 4.95893
H 5.07169 3.12575 3.22620
H 6.39699 2.36567 4.10894
H 2.89505 2.12214 3.43788
C 3.87609 -0.96403 -3.51171
C 3.72147 -1.89941 -2.31081
C 3.05118 -3.20341 -2.69781
O 5.02877 -2.17133 -1.79087
H 2.88767 -0.75374 -3.93716
H 4.42325 -1.41888 -4.34015
H 4.31835 -0.00338 -3.24864
H 3.18338 -1.34635 -1.53654
H 3.62387 -3.72759 -3.46686
H 2.11577 -2.94166 -3.20249
H 2.83283 -3.88662 -1.88223
H 5.42164 -1.33876 -1.50464
C 7.92284 1.03039 -1.33512
C 6.57794 1.07349 -0.61317
C 6.23013 2.43538 -0.06946
O 5.60293 0.75404 -1.64688
H 8.70984 1.09112 -0.57716
H 8.01608 1.87658 -2.01731
H 8.10781 0.14072 -1.93488
H 6.49492 0.28622 0.14450
H 5.15860 2.55158 0.10666
H 6.59779 3.28406 -0.64934
H 6.68276 2.62018 0.91448
H 4.75184 1.01665 -1.26403
C 1.38712 -7.01054 -3.83179
C 0.50538 -5.77723 -3.70595
C -0.81085 -5.98018 -4.42370
O 0.29633 -5.69564 -2.27972
H 2.38654 -6.87368 -3.41914
H 1.56590 -7.38217 -4.84630
H 0.86894 -7.85069 -3.36378
H 1.03173 -4.94504 -4.17996
H -1.21496 -6.96570 -4.16592
H -0.69844 -6.06726 -5.50613
H -1.57249 -5.24487 -4.16060
H -0.36832 -4.99412 -2.17709
C -6.66020 -0.39112 -2.37621
C -6.02064 -0.51104 -1.01844
C -6.44306 0.64517 -0.09209
O -6.39756 -1.75698 -0.45725
H -7.74144 -0.23344 -2.29222
H -6.53080 -1.30420 -2.95832
H -6.23995 0.47768 -2.88503
H -4.94177 -0.45975 -1.20728
H -6.69371 1.58956 -0.57502
H -5.62576 0.93483 0.57737
H -7.24811 0.25355 0.53138
H -5.80781 -1.98718 0.26541
C -2.94956 -2.17981 -5.39424
C -4.36101 -2.17615 -4.83449
C -5.40365 -2.63541 -5.87095
O -4.38150 -3.07737 -3.72956
H -2.84029 -1.87986 -6.44133
H -2.55099 -3.19613 -5.36792
H -2.31690 -1.49859 -4.82274
H -4.65459 -1.16357 -4.54347
H -6.20223 -1.89802 -5.98419
H -5.90744 -3.53057 -5.50850
H -4.92652 -2.71496 -6.84614
H -3.74766 -2.74223 -3.07573
C -2.24266 -4.19963 1.66965
C -2.97205 -4.12224 3.01603
C -1.91463 -3.55919 4.01174
C -1.71821 -2.04665 3.91513
C -3.05308 -1.34811 3.90192
C -4.08544 -1.81573 2.84449
N -4.18181 -3.26593 2.99211
O -5.09896 -3.78623 2.04140
C -5.39000 -1.09670 3.17065
C -3.56640 -1.32773 1.49170
C -3.35456 -5.49813 3.51146
H -2.84886 -4.48017 0.80225
H -1.74303 -3.28557 1.34800
H -1.43758 -4.94189 1.62973
H -2.25436 -3.75316 5.03413
H -1.02414 -4.14269 3.78170
H -1.15033 -1.67182 4.76744
H -1.13967 -1.82696 3.01297
H -2.99917 -0.25930 3.83121
H -3.52009 -1.51978 4.88193
H -5.23483 -0.02164 3.26976
H -5.65208 -1.37586 4.19707
H -6.17902 -1.31241 2.45344
H -3.63382 -0.25127 1.30367
H -4.17000 -1.72231 0.67437
H -2.52379 -1.55771 1.28121
H -2.45350 -6.10806 3.61540
H -3.66184 -5.43595 4.56231
H -4.14397 -6.00428 2.96114
H -5.81858 -4.14247 2.57394
C 2.24084 5.26293 3.01969
C 2.89065 6.02772 1.85316
C 2.95244 5.12603 0.61790
C 1.56772 4.93728 -0.00030
C 0.95398 6.27206 -0.39623
C 0.95630 7.31758 0.74056
N 2.25950 7.29385 1.42324
O 2.31030 8.29346 2.41426
C 0.65443 8.67307 0.11405
C -0.13818 6.94380 1.75316
C 4.33515 6.35025 2.24899
H 2.66030 4.27509 3.18430
H 1.16603 5.19207 2.88406
H 2.37106 5.84119 3.93971
H 3.51052 5.64476 -0.16654
H 3.41121 4.17919 0.89963
H 0.90951 4.30504 0.60401
H 1.59952 4.35018 -0.92497
H -0.06507 6.16600 -0.77681
H 1.49640 6.64738 -1.27061
H 0.48919 9.46993 0.84116
H 1.44549 9.06760 -0.53371
H -0.19040 8.61589 -0.57519
H -1.08037 7.44287 1.48515
H -0.40987 5.89039 1.75318
H 0.06670 7.35410 2.74128
H 4.69084 5.54658 2.90621
H 4.38748 7.19075 2.94355
H 5.08380 6.40499 1.46016
H 3.03249 8.87085 2.14873
*
```


No. 6
C14H12N4OS as an isolated structure at a distorted geometry. Source: the Open Molecules 2025 dataset; level of theory: ωB97M-V/def2-TZVPD.

Calculated values
E_tot (eV): -33554.998
Strongest force on any atom (eV Å⁻¹): 8.38

Structure (ORCA input):
```
! wB97M-V def2-TZVPD RIJCOSX def2/J DEFGRID3
* xyz 0 1
O 1.66025 -3.98591 0.96674
N -0.42609 0.74634 -0.28679
N 0.63906 -0.55755 -1.88025
S -0.57616 0.16933 2.74700
C 1.10186 -2.93586 0.70422
C -0.07078 0.58117 -1.63097
C 0.63770 -1.15737 -0.83766
C -0.00977 -0.40783 0.25475
C 0.05097 -0.86635 1.52976
C -0.65594 4.08314 -4.09215
C 0.01930 2.90644 -4.56330
C -1.44261 3.88438 -2.91956
C 0.19821 1.76628 -3.69385
C -1.26403 2.72082 -2.08437
C -0.33157 1.75745 -2.45660
N 1.16568 -2.43184 -0.57067
N 0.60926 -2.15571 1.76604
C -0.50220 -0.77310 4.26928
C 0.86194 -2.51997 3.17561
C -0.35519 -2.30243 4.01772
H -0.79695 4.91029 -4.81674
H 0.55137 2.98090 -5.49791
H -2.15347 4.63676 -2.69786
H 0.76493 0.93572 -4.03093
H -1.84280 2.57417 -1.19345
H 2.07329 -2.66675 -1.05452
H -1.54878 -0.57447 4.69406
H 0.35907 -0.40528 4.95758
H 1.20734 -3.54819 3.22257
H 1.65625 -1.87486 3.48298
H -1.38329 -2.63805 3.63628
H -0.19686 -2.85167 4.88300
*
```